# 1
{
  "formula": "C4H7NOS2",
  "method": "the ωB97M-V functional and the def2-TZVPD basis",
  "energy_ha": -1082.870268,
  "orbital_gap_ha": 0.339,
  "species": ["C", "C", "S", "C", "S", "C", "N", "O", "H", "H", "H", "H", "H", "H", "H"],
  "xyz": [[-2.041265, 1.581942, 0.899713], [-1.513480, 0.709206, 0.019490], [-2.215053, -0.885821, -0.340802], [-0.611544, -1.655171, -0.642236], [0.614454, -1.980518, 0.758974], [1.730451, -0.678834, 0.552722], [1.811978, 0.066756, -0.510860], [2.793346, 0.950678, -0.242157], [-1.755879, 2.661313, 0.916213], [-2.926544, 1.310881, 1.448773], [-0.679264, 0.959651, -0.575072], [-0.689915, -2.722937, -1.037181], [-0.024261, -1.121378, -1.386032], [2.492897, -0.533472, 1.294295], [3.014077, 1.337703, -1.155840]],
  "forces_ev_per_a": [[0.18, 0.18, -1.30], [-1.58, 0.63, 1.27], [1.16, 0.27, 0.46], [1.06, -2.31, -0.25], [-1.13, 0.34, -0.28], [-0.33, 0.54, -2.29], [-1.41, -2.37, 2.07], [2.24, 2.78, -2.66], [0.11, -1.20, 0.13], [-0.11, -0.05, 0.31], [0.86, 0.26, -0.62], [-0.52, 1.51, 0.39], [-0.21, 0.19, 0.01], [0.09, -0.09, 0.63], [-0.40, -0.67, 2.13]],
  "nbo_charge": [-0.397, -0.352, 0.280, -0.692, 0.256, -0.155, -0.189, -0.562, 0.211, 0.198, 0.213, 0.252, 0.249, 0.211, 0.476]
}

=====

# 2
{
  "formula": "C4H2F2O",
  "method": "the ωB97M-V functional and the def2-TZVPD basis",
  "energy_ha": -428.260415,
  "orbital_gap_ha": [0.281, 0.281],
  "species": ["C", "C", "C", "C", "O", "F", "F", "H", "H"],
  "xyz": [[-2.041688, -1.234503, 0.759647], [-1.063159, -0.607696, 0.242812], [-0.210248, 0.305607, -0.423650], [0.418174, -0.957549, -0.206151], [0.707437, 1.917451, 0.948759], [1.278562, -1.241693, 0.741582], [0.550268, -1.842723, -1.194463], [-0.359132, 0.989590, -1.228532], [0.719787, 2.671516, 0.359997]],
  "forces_ev_per_a": [[-0.45, -0.52, 0.35], [0.71, 1.02, -0.56], [1.27, 2.32, 2.25], [-0.07, -1.07, 0.10], [-1.18, -2.86, -1.14], [-0.01, 0.43, -0.06], [-0.03, 0.37, 0.03], [-0.13, -0.01, -0.42], [-0.10, 0.32, -0.57]],
  "nbo_charge": [0.368, -0.581, 0.054, 0.776, -0.778, -0.254, -0.284, 0.264, 0.434]
}

=====

# 3
{
  "formula": "C21H13NO",
  "method": "the ωB97M-V functional and the def2-TZVPD basis",
  "energy_ha": -937.945672,
  "orbital_gap_ha": 0.294,
  "species": ["C", "C", "C", "C", "C", "C", "C", "C", "C", "C", "C", "C", "C", "C", "C", "C", "C", "C", "N", "C", "C", "O", "C", "H", "H", "H", "H", "H", "H", "H", "H", "H", "H", "H", "H", "H"],
  "xyz": [[1.437321, -2.623455, -3.636698], [1.342078, -3.962132, -3.469084], [0.990006, -4.377564, -2.199866], [0.854002, -3.485922, -1.106059], [0.797215, -2.107342, -1.312124], [1.089293, -1.690823, -2.597853], [0.347418, -1.035122, -0.261732], [0.272445, 0.385285, -0.356168], [-0.270834, 1.217187, 0.681468], [-0.581756, 0.546899, 1.860322], [-1.024315, 1.197132, 3.039118], [-1.066382, 2.578665, 3.103722], [-0.828004, 3.298012, 1.884668], [-0.893801, 4.711764, 2.062623], [-0.936425, 5.397346, 0.829371], [-0.718225, 4.763367, -0.441433], [-0.332127, 3.372301, -0.478729], [-0.457136, 2.587333, 0.679295], [-0.411772, -0.754260, 1.990034], [-0.075120, -1.570125, 0.914587], [-0.094792, -3.067926, 1.228459], [-1.053004, -3.931503, 0.456625], [0.346381, -4.116529, 0.159429], [1.880086, -2.442106, -4.603288], [1.395043, -4.664977, -4.312048], [0.722589, -5.387386, -1.996348], [1.077780, -0.575567, -2.599538], [0.584358, 0.840022, -1.322985], [-1.096521, 0.443908, 3.870088], [-1.238009, 2.925394, 4.140780], [-1.118700, 5.151508, 3.031041], [-1.115032, 6.482799, 0.798795], [-0.743417, 5.371917, -1.316791], [-0.191941, 2.904625, -1.436915], [0.293982, -3.362097, 2.262327], [0.817315, -5.020627, 0.454907]],
  "forces_ev_per_a": [[0.40, 2.17, 0.11], [-0.93, -1.28, 0.94], [0.09, 0.77, 1.17], [-1.70, -1.64, -0.31], [-0.21, 1.34, -0.18], [0.85, 0.49, -0.61], [0.40, -0.26, -1.55], [-0.14, -0.12, -0.99], [1.02, -3.20, -1.05], [0.23, -0.84, -0.08], [0.49, 0.84, 1.17], [0.04, -3.66, 0.76], [0.58, 0.42, 1.84], [-0.63, -0.73, -3.68], [0.35, 0.36, -0.08], [1.08, -2.10, 2.31], [-1.74, 2.58, 0.16], [-0.43, 4.00, -0.01], [-0.05, -3.47, -1.59], [-0.85, 0.47, 4.19], [1.34, -1.92, -1.08], [1.69, 0.83, 1.27], [-0.67, 3.94, 0.66], [-0.37, 1.43, -0.20], [0.29, 0.40, 0.49], [0.19, -0.82, 0.11], [0.32, -1.07, -1.35], [-0.21, -0.17, 0.95], [-0.28, 1.35, -0.55], [-0.02, 0.77, -1.13], [0.16, -0.07, -0.31], [0.05, -0.52, 0.13], [-0.01, 0.13, -0.52], [0.30, -0.06, -0.19], [-1.64, 0.46, -1.23], [0.03, -0.83, 0.42]],
  "nbo_charge": [-0.206, -0.216, -0.177, -0.053, -0.031, -0.183, -0.074, -0.136, -0.012, 0.139, -0.193, -0.179, -0.045, -0.184, -0.200, -0.214, -0.167, -0.077, -0.399, 0.184, 0.025, -0.468, 0.059, 0.219, 0.222, 0.209, 0.210, 0.207, 0.238, 0.228, 0.226, 0.211, 0.217, 0.209, 0.218, 0.193]
}

=====

# 4
{
  "formula": "C3H7NOS",
  "method": "the ωB97M-V functional and the def2-TZVPD basis",
  "energy_ha": -646.686067,
  "orbital_gap_ha": 0.378,
  "species": ["O", "C", "N", "C", "C", "S", "H", "H", "H", "H", "H", "H", "H"],
  "xyz": [[0.989321, 0.660437, 3.078395], [0.644548, 0.085073, 2.067998], [-0.547755, 0.339799, 1.460128], [-0.938328, -0.069131, 0.123745], [0.182257, 0.130382, -0.914427], [-0.123709, -0.501646, -2.574952], [1.254302, -0.717072, 1.642565], [-0.920377, 1.208399, 1.821011], [-1.818675, 0.489283, -0.186784], [-1.199173, -1.122380, 0.142175], [1.109313, -0.253817, -0.519852], [0.286686, 1.201138, -1.075883], [-0.911098, -1.542556, -2.269341]],
  "forces_ev_per_a": [[0.12, 0.01, -0.18], [-0.19, -0.08, 0.60], [0.17, 0.76, -0.04], [0.51, -0.43, -0.49], [-0.47, 0.53, 0.29], [-0.25, -0.11, -0.17], [-0.02, -0.20, -0.26], [-0.27, -0.12, -0.08], [-0.05, -0.03, 0.14], [-0.19, -0.25, -0.02], [0.30, -0.16, -0.02], [0.28, 0.12, 0.11], [0.08, -0.04, 0.13]],
  "nbo_charge": [-0.595, 0.522, -0.621, -0.221, -0.533, -0.023, 0.112, 0.401, 0.218, 0.191, 0.209, 0.223, 0.117]
}

=====

# 5
{
  "formula": "C3H5Cl2F3Si",
  "method": "the ωB97M-V functional and the def2-TZVPD basis",
  "energy_ha": -1626.946920,
  "orbital_gap_ha": 0.386,
  "species": ["C", "Si", "F", "Cl", "Cl", "H", "H", "H", "C", "C", "F", "F", "H", "H"],
  "xyz": [[-3.265207, -0.678415, -0.500750], [-2.060669, 0.693002, 0.000061], [-0.718354, 0.481714, -0.878177], [-1.438016, 0.554971, 1.900668], [-2.739795, 2.523574, -0.440706], [-2.984544, -1.633089, -0.064284], [-4.281185, -0.459667, -0.186902], [-3.271418, -0.802331, -1.581259], [2.819384, -0.267576, 0.607626], [3.971084, 0.004906, 0.042709], [5.053904, 0.443774, 0.672118], [4.239456, -0.122745, -1.250314], [1.989869, -0.603488, 0.016093], [2.685486, -0.134630, 1.663121]],
  "forces_ev_per_a": [[0.41, 0.63, 0.31], [0.24, -1.57, -1.35], [-0.52, 0.12, 0.32], [0.01, 0.04, 0.64], [-0.26, 0.53, -0.02], [0.17, -0.04, 0.13], [-0.12, 0.12, 0.10], [0.09, 0.15, -0.12], [-0.02, 0.04, -0.01], [0.27, 0.02, -0.14], [-0.23, -0.10, -0.12], [-0.06, 0.04, 0.27], [-0.08, -0.06, -0.20], [0.10, 0.06, 0.20]],
  "nbo_charge": [-1.138, 1.737, -0.645, -0.361, -0.355, 0.254, 0.252, 0.257, -0.598, 0.754, -0.310, -0.309, 0.234, 0.228]
}

=====

# 6
{
  "formula": "C4H9FSi",
  "method": "the ωB97M-V functional and the def2-TZVPD basis",
  "energy_ha": -547.148356,
  "orbital_gap_ha": 0.398,
  "species": ["C", "C", "C", "C", "F", "Si", "H", "H", "H", "H", "H", "H", "H", "H", "H"],
  "xyz": [[2.082128, 1.331058, 0.168067], [0.882901, 1.136733, 0.700124], [-1.517124, -0.934934, 1.239859], [0.005915, -0.939106, -1.597255], [-1.852056, 1.622991, -0.633852], [-0.410352, -0.027395, 0.005508], [2.786672, 2.044298, 0.568377], [2.418025, 0.778640, -0.695920], [0.587747, 1.723520, 1.561734], [-1.343692, -2.008911, 1.216042], [-1.356412, -0.588352, 2.257135], [-2.559650, -0.757719, 0.993402], [0.673253, -1.775785, -1.400942], [-0.889431, -1.329367, -2.074773], [0.492075, -0.275664, -2.307501]],
  "forces_ev_per_a": [[0.00, -0.16, -0.06], [-0.56, -0.54, -0.18], [0.53, 0.29, -0.43], [-0.12, 0.46, 0.62], [2.37, -2.87, 1.01], [-2.35, 2.61, -1.01], [0.05, 0.13, 0.10], [0.05, -0.10, -0.19], [-0.04, 0.04, 0.08], [0.09, -0.11, -0.05], [0.09, 0.11, 0.06], [-0.09, 0.10, -0.18], [0.10, -0.11, 0.11], [-0.16, 0.02, 0.11], [0.05, 0.14, 0.01]],
  "nbo_charge": [-0.306, -0.698, -1.152, -1.153, -0.731, 1.870, 0.200, 0.188, 0.235, 0.245, 0.252, 0.277, 0.247, 0.265, 0.259]
}

=====

# 7
{
  "formula": "C12H21N6O5RuS",
  "method": "the ωB97M-V functional and the def2-TZVPD basis",
  "energy_ha": -1666.630958,
  "s_squared": 6.040,
  "orbital_gap_ha": [0.224, 0.138],
  "multiplicity": 5,
  "total_charge": 3,
  "species": ["Ru", "C", "C", "N", "C", "C", "N", "C", "O", "O", "C", "O", "O", "H", "H", "H", "H", "H", "C", "N", "C", "C", "O", "N", "C", "C", "H", "H", "H", "H", "H", "H", "H", "H", "H", "H", "H", "H", "N", "C", "N", "S", "H", "H", "H", "H"],
  "xyz": [[-0.173941, 0.545154, 0.051418], [3.511906, 0.851385, -0.741626], [2.517301, 0.364649, -1.709883], [1.202573, 0.295067, -1.482939], [0.626850, -0.295330, -2.581259], [1.613534, -0.565139, -3.501155], [2.778169, -0.131747, -2.930168], [1.624073, -1.199680, -4.885274], [0.535230, -1.721783, -5.322580], [2.686481, -1.159974, -5.445427], [-0.836193, -0.597422, -2.514972], [-1.401039, -1.175553, -3.409961], [-1.338943, -0.202084, -1.388680], [3.057587, 0.950598, 0.247777], [3.916115, 1.820012, -1.044080], [4.347728, 0.153498, -0.678917], [3.677047, -0.207425, -3.402824], [-0.290861, -1.667482, -4.778949], [-3.026489, -1.329786, 3.604257], [-2.050659, -1.135885, 2.556739], [-2.497269, -0.337666, 1.440257], [-0.755399, -1.568818, 2.515913], [0.002191, -1.115563, 1.622803], [-0.200560, -2.456371, 3.397620], [-0.859793, -3.406456, 4.239052], [1.226037, -2.651335, 3.333552], [-3.787126, -0.552592, 3.537817], [-2.584607, -1.263735, 4.596720], [-3.553947, -2.282860, 3.496971], [-3.454641, 0.130605, 1.663651], [-2.623014, -0.954471, 0.537371], [-1.766172, 0.509654, 1.212457], [-1.882281, -3.156389, 4.481371], [-0.288827, -3.533156, 5.164934], [-0.865589, -4.392221, 3.751997], [1.653983, -2.192878, 2.445413], [1.462810, -3.717464, 3.345293], [1.706824, -2.204380, 4.212156], [0.627846, 4.598482, 2.364837], [0.106217, 3.717957, 1.548680], [-0.928122, 3.967809, 0.770679], [0.812967, 2.110987, 1.553453], [0.282407, 5.551813, 2.439733], [1.413591, 4.356620, 2.955584], [-1.370028, 4.881432, 0.745970], [-1.258681, 3.279896, 0.100966]],
  "forces_ev_per_a": [[0.40, -0.39, -1.41], [0.39, 0.18, 0.18], [0.17, 0.15, 0.30], [-0.09, 0.16, 0.51], [-0.15, -0.44, -0.96], [-1.22, -0.10, 0.16], [-0.54, 0.07, 0.34], [1.32, 0.83, 0.95], [-1.21, -0.66, -0.71], [-0.34, -0.18, -0.04], [2.15, -0.83, -2.68], [-0.37, 0.35, 0.81], [-0.49, 0.87, 2.94], [0.16, 0.00, -0.21], [-0.02, -0.01, 0.03], [0.00, 0.03, 0.03], [-0.04, 0.02, 0.02], [0.67, 0.25, 0.02], [-0.83, -0.29, 0.91], [1.24, -0.50, 0.26], [0.11, 0.21, -0.98], [-1.05, 2.30, -2.13], [-0.30, -0.31, 0.22], [0.63, -1.19, 0.87], [-0.76, -0.28, 0.77], [0.93, 0.09, -0.52], [0.18, -0.01, -0.02], [0.05, 0.03, -0.05], [0.08, 0.04, -0.06], [0.21, 0.06, 0.05], [0.17, 0.18, 0.17], [-0.92, -0.21, 0.63], [0.04, 0.03, -0.10], [0.08, 0.05, -0.12], [0.14, 0.02, -0.20], [-0.17, -0.05, 0.17], [-0.19, -0.03, 0.15], [-0.19, 0.02, 0.20], [0.03, 0.20, 0.12], [-0.30, -0.47, -0.45], [-0.23, 0.28, -0.18], [0.11, -0.62, -0.10], [0.02, -0.15, -0.07], [-0.06, 0.01, -0.07], [0.04, -0.07, -0.04], [0.15, 0.36, 0.28]],
  "nbo_charge": [1.249, -0.673, 0.451, -0.489, -0.050, 0.099, -0.446, 0.770, -0.621, -0.518, 0.772, -0.516, -0.671, 0.227, 0.277, 0.274, 0.489, 0.533, -0.448, -0.272, -0.348, 0.748, -0.683, -0.045, -0.471, -0.468, 0.263, 0.245, 0.259, 0.279, 0.287, 0.126, 0.258, 0.293, 0.308, 0.277, 0.285, 0.297, -0.702, 0.391, -0.722, -0.090, 0.450, 0.451, 0.446, 0.426]
}

=====

# 8
{
  "formula": "C2H9N3O",
  "method": "the ωB97M-V functional and the def2-TZVPD basis",
  "energy_ha": -321.089553,
  "orbital_gap_ha": 0.336,
  "species": ["H", "N", "C", "N", "N", "C", "H", "H", "H", "H", "H", "H", "O", "H", "H"],
  "xyz": [[-0.669317, 1.255944, -2.466730], [-0.219523, 0.420003, -2.101800], [-0.460331, 0.265963, -0.850667], [-1.627889, 0.728439, -0.226436], [0.564058, -0.210034, -0.041752], [1.598395, -0.991205, -0.764475], [-1.573436, 0.863703, 0.783867], [-1.873724, 1.635468, -0.596239], [0.335464, -0.728570, 0.789803], [2.138150, -0.324546, -1.433077], [2.274153, -1.322784, 0.025072], [1.148629, -1.781817, -1.361721], [-0.843964, 0.100450, 2.616185], [-0.388075, 0.839106, 3.017080], [-0.402590, -0.750119, 2.610890]],
  "forces_ev_per_a": [[-0.75, -0.64, -0.26], [0.75, 0.34, 0.37], [0.28, 1.34, -0.11], [0.31, 0.53, 0.79], [0.07, -1.51, -0.79], [-0.10, 1.03, 0.48], [0.28, -0.57, -0.22], [-0.34, -0.15, -0.48], [-0.64, 0.35, 0.00], [-0.03, -0.07, -0.02], [0.07, -0.42, -0.32], [0.20, -0.23, 0.11], [-1.34, 0.06, -0.43], [0.74, -0.50, 0.24], [0.51, 0.44, 0.64]],
  "nbo_charge": [0.340, -0.807, 0.586, -0.839, -0.605, -0.413, 0.393, 0.370, 0.359, 0.221, 0.186, 0.198, -0.965, 0.493, 0.484]
}

=====

What did the sixth record say?
{
  "formula": "C4H9FSi",
  "method": "the ωB97M-V functional and the def2-TZVPD basis",
  "energy_ha": -547.148356,
  "orbital_gap_ha": 0.398,
  "species": ["C", "C", "C", "C", "F", "Si", "H", "H", "H", "H", "H", "H", "H", "H", "H"],
  "xyz": [[2.082128, 1.331058, 0.168067], [0.882901, 1.136733, 0.700124], [-1.517124, -0.934934, 1.239859], [0.005915, -0.939106, -1.597255], [-1.852056, 1.622991, -0.633852], [-0.410352, -0.027395, 0.005508], [2.786672, 2.044298, 0.568377], [2.418025, 0.778640, -0.695920], [0.587747, 1.723520, 1.561734], [-1.343692, -2.008911, 1.216042], [-1.356412, -0.588352, 2.257135], [-2.559650, -0.757719, 0.993402], [0.673253, -1.775785, -1.400942], [-0.889431, -1.329367, -2.074773], [0.492075, -0.275664, -2.307501]],
  "forces_ev_per_a": [[0.00, -0.16, -0.06], [-0.56, -0.54, -0.18], [0.53, 0.29, -0.43], [-0.12, 0.46, 0.62], [2.37, -2.87, 1.01], [-2.35, 2.61, -1.01], [0.05, 0.13, 0.10], [0.05, -0.10, -0.19], [-0.04, 0.04, 0.08], [0.09, -0.11, -0.05], [0.09, 0.11, 0.06], [-0.09, 0.10, -0.18], [0.10, -0.11, 0.11], [-0.16, 0.02, 0.11], [0.05, 0.14, 0.01]],
  "nbo_charge": [-0.306, -0.698, -1.152, -1.153, -0.731, 1.870, 0.200, 0.188, 0.235, 0.245, 0.252, 0.277, 0.247, 0.265, 0.259]
}